No. 1
C39H64N2O27 | wB97M-V/def2-TZVPD

Net charge: 0
SMILES: Oc1ccc(O)cc1.COCCNCCOC.COCCNCCOC.O=C1OCCO1.O=C1OCCO1.O=C1OCCO1.O=C1OCCO1.O=C1OCCO1.O=C1OCCO1.O=C1OCCO1
E_LUMO (eV): -0.05
Kohn-Sham gap (eV): 8.31
E (Ha): -3665.34240
Multiplicity: 1

Structure (XYZ):
```
132
Properties=species:S:1:pos:R:3:forces:R:3:lowdin_charge:R:1
O -0.0063 4.9576 7.3745 0.55 0.61 0.46 0.17
O -8.5873 -3.8404 -2.3776 -0.07 -0.41 0.69 -0.18
O 3.8175 2.4701 -3.6975 -0.20 -0.88 -0.41 0.05
O 5.0567 -1.8238 -3.3315 0.03 -0.04 0.29 0.06
O 4.1099 -0.4488 -1.8591 -0.12 0.39 0.55 0.05
O 2.8144 -1.6548 -3.2293 -0.94 0.08 -0.67 0.18
O -3.2916 4.2263 0.7036 -1.05 -0.32 -0.18 -0.19
O -1.1653 -0.3266 -4.4804 0.40 -0.12 0.34 -0.19
O -3.6131 -1.5377 -0.0913 -0.31 0.21 0.14 -0.21
O 2.1788 -4.3052 -0.9961 -0.27 0.12 -0.23 0.04
O 1.2698 6.1197 1.5318 -0.54 -0.35 0.53 0.08
O -5.8344 -0.4039 3.5911 0.30 0.37 0.07 0.05
O 1.8145 3.9865 0.9944 0.06 -0.05 0.33 0.18
O 0.4233 1.2418 0.7790 -0.80 -0.01 -0.86 0.05
O 1.6917 2.8897 -4.3251 -0.06 -0.06 0.11 0.18
O -2.0377 4.1149 6.9465 -0.42 -0.02 -0.04 0.04
O -4.2815 1.0992 4.0525 0.34 -0.09 0.58 0.03
O 0.8408 -2.6142 -0.3860 -0.29 0.30 0.00 0.17
O 0.0163 -4.6901 -0.7093 -0.23 -0.14 0.30 0.06
O 1.4347 -0.1466 2.1697 -0.65 -0.21 -0.39 0.10
O 8.7490 -4.5006 4.6492 -0.13 0.18 0.03 0.03
O -0.3125 3.5538 5.6340 -0.47 -0.09 0.90 0.06
O 5.0500 -1.7550 1.6132 0.32 0.42 -0.19 0.01
O -5.9302 0.6846 5.5525 -0.19 0.56 0.28 0.16
O 3.4021 4.1039 -5.1391 -0.25 -0.45 -0.43 0.07
O 2.4416 5.7198 -0.3048 0.75 -0.32 0.50 0.06
O -0.6962 0.5322 2.5597 -0.23 -0.29 0.37 0.13
N -2.2675 1.4155 -1.3608 -0.67 0.73 -0.05 -0.05
N -5.2781 -4.3548 -1.7550 -0.05 1.22 -0.78 -0.08
C -3.4447 4.6191 2.0377 0.98 -0.02 0.71 -0.12
C 3.8785 -1.3135 -2.8697 1.04 -0.41 0.74 -0.56
C 0.2790 0.5032 1.8777 0.98 0.65 0.37 -0.56
C -2.3290 2.7752 -0.8386 0.54 0.44 -0.28 -0.21
C -5.4066 0.5134 4.5037 -0.12 -1.03 -0.49 -0.59
C -4.2628 -2.1685 -1.1641 0.01 0.59 -1.01 -0.22
C 8.2153 -2.5908 3.2639 -0.50 -0.39 -0.12 -0.01
C 2.0336 -5.7121 -1.2320 0.52 0.04 0.77 -0.11
C 0.9751 -3.7525 -0.6875 0.73 -0.60 0.16 -0.56
C 6.6181 -4.3692 3.6740 -0.30 0.46 -0.61 -0.01
C -4.9250 -0.3746 2.4616 -0.55 -0.41 -0.22 -0.11
C -7.9956 -2.9537 -3.2647 0.99 0.97 -1.32 -0.15
C 1.8529 5.1530 0.8018 -0.18 0.48 -1.11 -0.54
C 7.8584 -3.7850 3.8738 0.62 -0.54 0.49 -0.32
C 2.8519 3.1064 -4.4046 -0.06 0.52 0.37 -0.55
C -1.5148 3.1373 5.0098 -0.87 0.89 -2.00 -0.15
C 5.4936 -0.4139 -1.5119 0.55 -0.84 -0.92 -0.10
C 0.5237 -5.9249 -1.2614 -0.07 1.12 -0.91 -0.08
C 4.7786 3.8389 -5.3119 0.63 -0.14 -0.35 -0.12
C 5.7057 -3.7102 2.8640 -0.27 0.22 0.45 -0.01
C 2.5286 7.1135 -0.1141 -1.25 1.58 -0.71 -0.14
C 0.1559 0.0390 -4.8814 -0.46 0.91 0.14 -0.10
C 2.2378 -0.1236 1.0039 2.36 0.18 -0.93 -0.14
C -3.0860 2.8284 0.4980 1.95 1.58 -0.93 -0.18
C 5.0980 2.7855 -4.2197 -0.17 2.06 0.08 -0.11
C -2.5839 3.0615 6.0716 2.11 0.60 0.88 -0.07
C 6.0519 -1.6088 -2.3350 0.28 1.20 0.41 -0.11
C -4.1663 -3.6894 -1.1132 0.05 0.01 0.85 -0.21
C -1.5491 -0.0937 -3.1262 -0.21 -0.96 -0.51 -0.22
C 5.9956 -2.4516 2.3416 -0.28 -1.02 -0.50 -0.32
C -0.7213 4.2896 6.7176 -0.21 -0.93 -0.49 -0.58
C -3.6779 0.1723 3.1075 -0.17 0.73 0.24 -0.10
C 1.5435 0.8080 0.0188 -0.06 -0.52 -0.99 -0.10
C -6.5637 -4.1814 -1.0493 1.37 -1.42 0.71 -0.20
C -1.5883 1.3495 -2.6546 0.58 -0.59 0.53 -0.19
C -2.2100 -1.7494 -0.0001 -0.67 -0.29 0.35 -0.09
C -7.6678 -4.8126 -1.8663 -0.95 0.17 -0.91 -0.20
C 7.2708 -1.9473 2.4746 0.24 0.62 -0.07 -0.02
C 1.4001 7.3755 0.9029 1.20 1.14 -0.08 -0.12
H 0.4243 -0.5652 -5.7458 -0.09 -0.04 0.00 0.08
H 0.1232 1.0990 -5.1579 0.29 -0.13 -0.18 0.07
H -2.0406 -2.5820 0.6907 0.33 0.02 -0.10 0.10
H 0.1414 -6.7701 -0.7041 0.03 -0.01 0.10 0.13
H -2.4498 4.6455 2.5113 0.00 0.31 -0.10 0.07
H -2.9610 0.7937 2.5829 -0.17 -0.46 -0.59 0.09
H 1.6733 8.1397 1.6322 0.19 -0.32 0.23 0.13
H -3.2028 -3.9827 -1.5347 -0.18 -0.26 -0.22 0.12
H 2.5179 -6.2144 -0.3899 -0.12 -0.12 -0.08 0.13
H 5.9793 0.4973 -1.8643 -0.41 0.23 0.11 0.12
H -6.8039 -3.1547 -0.7892 0.13 0.18 -0.46 0.11
H -8.0819 -3.2223 -4.3311 -0.59 -0.32 0.20 0.09
H 9.2248 -2.2159 3.3576 0.01 0.09 0.02 0.12
H -0.9483 -0.7188 -2.4441 0.29 0.32 -0.12 0.11
H 0.9432 -0.0550 -4.1257 -0.33 -0.33 0.23 0.07
H -6.3822 -4.6678 -0.0714 -0.79 -0.05 0.01 0.12
H -2.5409 -0.5569 -3.0979 -0.05 0.44 0.16 0.10
H 0.1556 -5.9017 -2.2888 0.00 -0.57 0.03 0.13
H -5.2931 -1.8076 -1.2205 -0.07 -0.21 0.68 0.11
H 5.3114 4.7833 -5.2180 0.10 -0.10 0.27 0.13
H 4.7248 -4.1492 2.7118 0.01 0.10 -0.03 0.12
H 5.0126 3.4531 -6.3085 -0.44 -0.01 -0.04 0.13
H -8.4061 -1.9504 -3.1473 -0.22 -0.09 0.10 0.09
H 7.5362 -1.0519 1.9238 -0.05 0.09 0.19 0.12
H 3.4925 7.5576 0.1493 0.23 -0.93 0.50 0.13
H -2.5035 2.1548 6.6703 -0.78 -0.14 -0.22 0.14
H -1.7498 -1.9754 -0.9624 -0.01 0.13 0.03 0.07
H -2.6969 3.5320 -1.5401 -0.81 -0.58 -0.17 0.12
H -7.2727 -5.3241 -2.7535 0.42 -0.13 0.26 0.12
H 9.3657 -3.8965 5.0738 0.06 -0.01 -0.08 0.10
H -1.3056 3.1817 -0.7120 -0.05 -0.21 0.53 0.12
H 6.2219 -2.4844 -1.7103 -0.15 -0.22 -0.23 0.13
H -4.0082 2.2548 0.4486 -0.02 -0.16 0.40 0.13
H -1.7830 0.9212 -0.6195 0.27 -0.47 -0.48 0.08
H 2.4471 -1.1117 0.5950 -0.96 -0.21 0.08 0.09
H -6.9034 -2.8491 -3.1980 -0.10 -0.14 0.68 0.07
H 5.6116 3.3488 -3.4407 0.48 -0.71 0.19 0.13
H 4.5344 -2.3357 1.0438 -0.02 -0.22 0.25 0.10
H 0.5092 7.7937 0.4329 -0.39 -0.88 -0.06 0.13
H -3.1547 -0.6192 3.6493 0.05 0.14 0.09 0.14
H 3.2675 0.2130 1.1699 -0.34 0.43 0.87 0.12
H -3.9987 3.9576 2.7183 -0.50 -0.14 -0.60 0.08
H 6.3359 -5.3115 4.1181 0.28 -0.06 0.12 0.12
H -5.0755 -5.3336 -1.8891 -0.13 -0.07 0.05 0.11
H -2.3022 2.5577 1.2183 -0.72 -0.84 0.45 0.11
H 2.5809 -5.9596 -2.1376 -0.28 -0.07 -0.14 0.13
H -0.5461 1.6941 -2.5567 -0.07 0.31 -0.29 0.11
H -8.2822 -5.5452 -1.3448 0.06 0.19 0.31 0.12
H 5.6650 -0.5495 -0.4473 -0.38 0.11 0.07 0.11
H -4.1199 -3.9679 -0.0408 0.04 0.13 -0.01 0.12
H -2.1203 1.9620 -3.3831 0.00 0.08 0.08 0.13
H -5.3764 0.2363 1.6793 0.24 0.22 0.03 0.13
H -3.8864 -1.7450 -2.1104 0.36 -0.49 0.05 0.11
H -3.5423 3.4039 5.7110 -0.29 -0.50 0.21 0.13
H -1.3870 2.3207 4.3033 0.27 -0.39 0.53 0.12
H 6.9780 -1.2684 -2.7917 0.07 -0.48 -0.23 0.13
H 1.2683 0.2770 -0.9023 -0.67 -0.29 0.42 0.12
H -1.8257 3.9918 4.3916 0.11 -0.14 -0.17 0.11
H -3.8689 5.6191 2.0462 -0.09 0.00 0.06 0.09
H 2.2804 7.6360 -1.0431 -0.06 -0.41 -0.13 0.13
H -4.8511 -1.3894 2.0877 0.23 0.00 0.00 0.12
H 2.0664 1.6557 -0.4178 0.36 0.31 0.95 0.12
H -1.8135 -0.8353 0.4372 0.31 -0.11 -0.04 0.07
H 5.6287 1.9317 -4.6213 -0.02 -0.23 0.27 0.13
```
Positions in Å, forces in eV/Å.

***

No. 2
C37H61N6O3PPtSe | wB97M-V/def2-TZVPD

Net charge: +4
E_LUMO (spin up / spin down) (eV): -13.77 / -13.77
Kohn-Sham gap (spin up / spin down) (eV): 5.86 / 5.86
E (Ha): -4861.45451
Multiplicity: 1

Structure (XYZ):
```
110
Properties=species:S:1:pos:R:3:forces:R:3:lowdin_charge:R:1
Pt -0.4622 -0.4003 0.3968 0.28 0.50 0.11 1.07
Se -1.9315 -2.3224 -0.1561 -0.50 -0.50 -0.09 1.12
P -1.0858 1.0917 2.1560 -0.01 0.08 0.04 1.08
O 0.4231 -1.7499 -1.1122 0.13 0.09 0.01 -0.27
O -1.4962 0.7547 -0.9322 -0.05 -0.06 -0.09 -0.21
O 1.1545 0.7433 -1.1709 0.38 0.16 0.12 -0.18
N -1.7904 2.2297 -2.6056 0.06 -0.09 0.00 -0.08
N -4.8063 -2.2749 -0.2117 0.09 0.02 0.00 -0.09
N 3.2369 -4.7881 5.0607 0.01 -0.02 0.01 0.27
N -4.0521 -3.5828 1.3583 0.09 -0.07 -0.08 -0.10
N 2.3044 -2.5490 -2.0785 0.00 0.03 -0.03 -0.09
N 0.5193 -1.6060 1.7168 0.00 -0.05 -0.02 -0.15
C 0.4885 1.6081 -2.0723 -0.24 -0.20 -0.13 -0.08
C -1.0070 1.5122 -1.8437 -0.04 0.08 0.01 -0.37
C 1.9291 -3.2616 3.4444 0.01 -0.01 -0.01 -0.15
C -4.9382 -0.1180 4.3345 0.00 0.02 0.02 -0.17
C 0.5548 -3.0777 3.5958 0.01 0.02 0.01 0.05
C 1.8495 -3.9453 -2.0182 -0.02 -0.02 -0.01 0.03
C -3.2531 2.1561 -2.5060 0.01 0.05 0.00 0.03
C -2.6112 0.5625 3.0196 0.06 -0.07 0.07 -0.39
C -5.3884 -3.7543 1.2974 -0.05 -0.07 0.02 0.04
C -3.1858 -4.3464 2.2670 -0.02 0.04 0.01 0.03
C 0.0296 4.8487 0.8176 0.02 -0.01 0.05 -0.15
C 1.5717 -1.5669 -1.6246 0.12 0.02 -0.11 -0.40
C -4.9185 -0.4071 2.8275 -0.04 0.03 -0.05 -0.17
C 2.0946 -0.1432 -1.7656 -0.23 -0.17 -0.14 -0.07
C -3.6699 -2.6667 0.4254 -0.03 0.18 0.21 -0.58
C -3.8141 0.3747 2.0929 -0.06 0.01 -0.07 -0.20
C -4.8858 -1.3337 -1.3342 0.01 0.01 0.02 0.03
C 2.5795 -2.5975 2.4062 0.00 -0.01 0.03 0.06
C -0.1075 -2.2493 2.7199 -0.03 0.01 0.00 -0.15
C 0.1899 1.9379 4.5869 0.03 -0.08 0.01 -0.16
C -1.2138 2.8474 1.6424 0.02 -0.07 -0.10 -0.37
C -5.8644 -2.9246 0.3115 -0.06 -0.06 -0.03 0.05
C -2.5970 3.3618 1.2066 -0.01 0.04 0.05 -0.17
C -3.0093 1.4860 4.2087 0.06 0.06 -0.02 -0.17
C 0.3458 1.0296 3.3155 -0.03 0.02 0.05 -0.38
C 1.3716 2.8876 4.7726 0.01 -0.01 0.00 -0.18
C 2.6555 -4.1092 4.3403 -0.01 0.02 -0.02 -0.12
C -4.4888 1.3110 4.5883 -0.01 0.00 -0.02 -0.16
C -0.1771 3.3389 0.6223 0.04 0.03 0.04 -0.20
C 2.6989 2.1326 4.8219 0.00 0.02 0.00 -0.15
C 3.6119 -2.3033 -2.7177 0.01 -0.01 0.00 0.03
C -1.2908 5.5465 1.1845 -0.02 0.02 -0.02 -0.16
C -2.4888 4.7874 0.6206 -0.02 0.02 0.01 -0.16
C 2.8130 1.1049 3.6718 0.01 -0.02 -0.01 -0.16
C 1.7015 1.3182 2.6459 -0.04 -0.05 -0.04 -0.22
C 1.8429 -1.7899 1.5690 -0.02 0.00 -0.01 -0.09
C -1.2478 3.1502 -3.6242 0.00 -0.03 -0.02 0.03
H -3.5390 1.7446 -1.5459 0.00 -0.03 0.04 0.07
H 1.2210 3.4474 5.6955 0.01 -0.01 0.01 0.13
H 3.0805 0.0013 -1.3212 -0.04 -0.04 0.09 0.15
H -1.2868 6.5679 0.8079 0.00 0.01 0.03 0.13
H -2.8289 2.5327 3.9599 0.04 0.00 0.04 0.10
H 3.7835 1.1884 3.1827 0.01 0.00 -0.01 0.12
H -6.8707 -2.7993 -0.0547 0.00 0.04 0.00 0.17
H 0.8013 -3.9821 -1.7447 0.02 0.00 0.01 0.09
H -5.8838 -0.1362 2.3941 0.02 -0.04 -0.02 0.13
H 0.4443 5.2730 -0.0982 0.00 -0.01 -0.01 0.12
H -5.9360 -0.2910 4.7342 0.00 0.00 0.00 0.13
H -5.1155 2.0015 4.0182 0.01 -0.01 -0.01 0.13
H -0.5927 3.1655 -0.3685 -0.08 0.10 0.05 0.08
H 0.8423 2.6340 -1.9528 -0.03 -0.01 0.03 0.16
H -4.1948 1.3508 1.7963 0.00 0.01 0.05 0.11
H -4.7866 -1.4779 2.6740 0.02 -0.12 -0.05 0.08
H -0.8111 4.0293 -3.1504 0.00 0.01 0.00 0.12
H 2.7955 1.6264 5.7827 -0.01 0.00 0.00 0.12
H 0.1311 1.2772 5.4546 -0.05 0.01 0.00 0.13
H -2.0658 3.4685 -4.2630 0.00 0.00 0.01 0.12
H -0.7317 2.5105 4.5834 -0.05 0.05 -0.05 0.08
H 2.1879 0.0583 -2.8365 0.14 0.07 0.05 0.15
H -5.9100 -1.3271 -1.6953 0.00 0.01 0.01 0.12
H 4.0303 -3.2615 -3.0085 0.00 0.00 0.01 0.11
H 1.9864 -4.3995 -2.9971 -0.01 0.01 -0.01 0.12
H -3.6377 1.5354 -3.3159 -0.01 0.01 0.01 0.12
H -3.5168 -0.1306 1.1695 -0.04 -0.01 -0.04 0.05
H -3.3484 -4.0021 3.2868 0.01 0.01 0.01 0.12
H 0.7741 2.8104 0.6685 0.01 -0.03 -0.02 0.09
H 0.0174 -3.5665 4.3969 0.00 0.00 0.00 0.15
H 0.3481 -0.0122 3.6491 0.07 0.07 0.04 0.09
H -1.3941 5.6340 2.2693 0.01 -0.03 0.00 0.12
H -1.1664 -2.0645 2.8227 0.01 -0.04 -0.02 0.09
H 2.3274 -1.2527 0.7669 0.01 -0.01 0.03 0.12
H 0.6793 1.3052 -3.1058 0.04 0.03 0.03 0.15
H 3.6456 -2.7037 2.2590 0.00 0.00 0.00 0.15
H -0.9624 3.3103 2.6076 0.02 0.01 0.01 0.12
H 3.5208 2.8449 4.7692 0.00 -0.01 0.01 0.12
H -3.6617 3.1589 -2.6066 0.01 0.01 0.01 0.12
H -4.2737 -0.8056 4.8679 0.00 0.00 0.01 0.12
H 0.7761 5.0169 1.5965 0.00 0.02 0.00 0.12
H -2.3844 1.2496 5.0665 0.01 -0.04 0.03 0.11
H -4.2215 -1.6614 -2.1295 0.00 0.01 0.00 0.10
H -3.4090 5.3281 0.8378 -0.01 -0.01 -0.04 0.13
H -3.2796 3.3699 2.0567 0.01 0.00 -0.01 0.11
H -5.9171 -4.4595 1.9192 0.02 0.01 0.03 0.17
H 1.8583 0.6972 1.7593 0.00 0.01 -0.05 0.07
H -0.5091 2.6582 -4.2536 0.00 0.00 0.00 0.11
H -3.4445 -5.3998 2.1924 -0.01 0.00 0.00 0.12
H -2.4141 4.7435 -0.4709 0.03 -0.01 0.01 0.11
H -3.0192 2.6855 0.4644 -0.06 -0.05 -0.08 0.08
H -2.3450 -0.4218 3.4307 -0.02 0.05 0.01 0.11
H -4.6071 -0.3411 -0.9906 0.01 0.02 0.00 0.08
H 4.3053 -1.8267 -2.0260 0.00 0.01 0.00 0.11
H 2.7468 0.0816 4.0582 0.00 0.02 0.01 0.11
H 1.3845 3.6351 3.9736 -0.01 0.01 0.02 0.11
H -2.1510 -4.2089 1.9706 -0.01 0.00 -0.01 0.06
H 2.4485 -4.4913 -1.2897 0.01 0.00 -0.01 0.12
H -4.6150 1.5797 5.6358 0.01 0.02 0.00 0.13
H 1.7387 2.3489 2.3002 0.00 0.02 0.00 0.10
H 3.5001 -1.6966 -3.6158 0.00 -0.01 0.00 0.11
```
Positions in Å, forces in eV/Å.